Here is a structure of composition C36H34IN5O4S2Tl from the Open Molecules 2025 dataset. Energies are from wB97M-V/def2-TZVPD.

ORCA input file:
```
! RIJCOSX wB97M-V def2-TZVPD def2/J DEFGRID3
* xyz 1 1
Tl 0.761 2.265 -1.263
C -3.766 0.704 -1.559
C -2.803 -0.429 -1.528
N -3.217 -1.652 -1.609
C -2.357 -2.675 -1.653
C -1.002 -2.505 -1.770
C -0.089 -3.709 -1.839
O 0.649 -3.809 -3.040
C -0.480 -1.176 -1.714
C 0.888 -0.985 -2.047
N 1.676 0.036 -1.858
C 3.037 -0.149 -2.118
C 3.613 -1.412 -1.902
C 4.952 -1.658 -2.121
C 5.799 -0.630 -2.501
C 5.276 0.637 -2.679
C 3.919 0.863 -2.510
I 3.233 2.847 -2.923
C -1.387 -0.129 -1.404
O -1.060 1.025 -0.982
H -4.756 0.385 -1.256
H -3.815 1.080 -2.583
H -3.418 1.518 -0.929
H -2.806 -3.658 -1.620
H -0.683 -4.616 -1.665
H 0.662 -3.637 -1.043
H 0.054 -4.022 -3.768
H 1.316 -1.845 -2.567
H 2.985 -2.211 -1.540
H 5.331 -2.659 -1.989
H 6.850 -0.807 -2.652
H 5.918 1.456 -2.958
S 2.230 1.724 1.048
C 0.961 1.360 2.092
N 1.143 0.417 3.016
C 0.036 -0.024 3.838
C -0.804 1.173 4.230
N -1.213 1.859 3.022
C -2.622 2.203 2.932
C -3.413 0.915 2.940
C -4.244 0.580 4.001
C -4.914 -0.635 3.997
C -4.741 -1.526 2.950
C -3.915 -1.195 1.888
C -3.255 0.022 1.886
C -0.332 2.080 2.044
S -0.665 3.250 0.883
C 2.418 -0.254 3.192
C 2.586 -1.513 2.363
C 1.665 -2.552 2.440
C 1.860 -3.722 1.725
C 3.001 -3.886 0.961
C 3.938 -2.867 0.904
C 3.720 -1.678 1.580
H 0.428 -0.528 4.720
H -0.587 -0.730 3.275
H -0.238 1.864 4.867
H -1.687 0.840 4.774
H -2.789 2.750 2.004
H -2.902 2.837 3.776
H -4.380 1.270 4.823
H -5.570 -0.886 4.816
H -5.246 -2.480 2.961
H -3.794 -1.874 1.058
H -2.612 0.282 1.060
H 2.507 -0.516 4.251
H 3.218 0.449 2.946
H 0.799 -2.474 3.079
H 1.129 -4.514 1.792
H 3.165 -4.807 0.424
H 4.848 -2.998 0.341
H 4.450 -0.885 1.515
O -1.990 2.071 -4.244
C -1.387 3.072 -3.966
C -1.546 4.447 -4.617
C -0.480 5.317 -3.949
C 0.041 4.429 -2.849
O 0.818 4.729 -1.942
N -0.435 3.186 -2.975
H -2.558 4.806 -4.427
H -1.427 4.359 -5.698
H -0.848 6.256 -3.539
H 0.349 5.548 -4.622
*
```

Results
Energy relative to the best compared isomer or geometry (same formula, charge and spin) = 0.000 eV
HOMO energy = -10.134 eV
Lowest unoccupied orbital energy = -4.61 eV
Molar mass = 996.12 g/mol